# 1
# C26H25N3O7

An isolated molecule of C26H25N3O7 in a non-equilibrium geometry (the ωB97M-V functional and the def2-TZVPD basis, OMol25).

The geometry in XYZ format:
```
61
Properties=species:S:1:pos:R:3:nbo_charge:R:1
C 2.4058 -2.2890 -2.5557 -0.070
C -4.9975 -0.7366 -0.2395 -0.609
O 3.7719 -2.5121 -2.7551 -0.718
C -2.5622 -0.9336 -0.7671 0.571
H -1.5466 8.9399 0.4145 0.219
H 0.5110 7.8399 -0.3493 0.219
C -0.2872 -1.7087 -1.0072 0.115
N -1.3190 3.7464 0.0819 -0.331
O -1.2415 0.9762 0.2478 -0.619
C 5.6614 -3.1844 0.2452 -0.257
C -1.3454 -2.0512 1.1466 0.061
C 2.7800 -4.3130 0.1972 -0.163
C -0.2646 5.8699 -0.1714 -0.191
H -5.1364 -0.3183 -1.2330 0.235
H -2.2687 -2.0922 3.0613 0.223
H -4.4208 3.1151 1.1973 0.219
C -0.1436 -2.7379 1.5080 -0.240
C -3.5861 -0.4227 0.2552 0.058
H -3.5309 7.5934 1.0517 0.230
O -2.7062 -0.6906 -1.9466 -0.542
O 1.7883 0.4683 -0.0009 -0.731
C -2.3842 3.0624 0.4249 0.034
C -2.2922 1.5785 0.3146 0.797
C -0.3401 7.2315 -0.0816 -0.207
C 2.0535 -0.1026 -1.2515 -0.065
C -2.3419 -1.7623 2.0360 -0.414
N -3.6523 4.9931 0.9904 -0.366
C 0.9366 -2.7789 0.6863 0.202
H 6.2373 -3.4782 1.1296 0.174
C 2.1123 -1.6506 -1.1790 -0.103
C -1.3823 5.0859 0.1817 0.164
H -0.0883 -3.2114 2.4757 0.227
C -3.5616 3.6973 0.8965 0.054
H 4.0876 -6.0065 0.0736 0.203
H 2.4829 -3.4166 2.0760 0.224
O 5.0792 -4.3084 -0.3730 -0.545
H 4.9108 -2.4440 0.5450 0.168
H 0.6274 5.3627 -0.5035 0.229
C -1.5191 7.8618 0.3570 -0.189
H 1.3259 0.2182 -2.0036 0.168
H 4.3929 -4.9507 1.4830 0.178
H 2.9407 -1.8967 -0.5100 0.235
C -1.4036 -1.6417 -0.2305 -0.163
H 1.8295 -3.2213 -2.6542 0.166
H 2.0989 -1.6177 -3.3618 0.187
N 0.8999 -2.1623 -0.5543 -0.375
H -0.3193 -1.3283 -2.0173 0.234
C 4.1049 -4.9713 0.4257 -0.107
H -5.7142 -0.3025 0.4524 0.243
C -2.6191 7.1296 0.7098 -0.198
H 6.3284 -2.7425 -0.4921 0.205
O -3.4882 1.0228 0.2959 -0.467
C -2.5744 5.7243 0.6333 0.110
O -4.2764 -0.5434 2.5310 -0.575
H 4.1062 -3.1654 -2.1216 0.481
C 2.1477 -3.5146 1.0527 -0.221
H 2.3944 -4.4410 -0.8051 0.198
H -5.1377 -1.8144 -0.2761 0.221
C -3.4478 -0.9229 1.7190 0.516
H 0.8386 0.6287 0.1090 0.506
H 3.0454 0.2403 -1.5648 0.194
```

- energy (a.u.) = -1696.67959
- net charge = 0
- LUMO level (eV) = -0.629
- energy above the lowest of the compared OMol25 structures with the same formula, charge and spin (kJ/mol) = 168.08
- HOMO (Eh) = -0.2844
- frontier orbital gap (eV) = 7.11



# 2
# CH3O3S

A structure of composition CH3O3S in a non-equilibrium geometry (the ωB97M-V functional and the def2-TZVPD basis, OMol25).

The geometry in XYZ format:
```
8
Properties=species:S:1:pos:R:3:nbo_charge:R:1
H 4.0093 1.4883 0.6107 -0.065
O 1.0498 -1.4148 0.6703 -0.750
O 2.1999 -0.0635 1.9539 -0.698
H 3.4343 0.9726 0.7674 0.049
H 0.7679 1.5863 2.6155 0.166
O 0.0005 0.3163 1.5712 -0.781
S 2.0651 1.3875 2.7806 0.144
C 0.9618 -0.4267 1.3858 0.935
```

- energy (a.u.) = -663.82418
- net charge = -1
- LUMO level (eV) = 3.500
- energy above the lowest of the compared OMol25 structures with the same formula, charge and spin (kJ/mol) = 123.84
- HOMO (Eh) = -0.1592
- frontier orbital gap (eV) = 7.83



# 3
# C2H2LiO2Zn

A structure of composition C2H2LiO2Zn in a non-equilibrium geometry (the ωB97M-V functional and the def2-TZVPD basis, OMol25).

The geometry in XYZ format:
```
8
Properties=species:S:1:pos:R:3:nbo_charge:R:1
Li -0.5688 -0.6741 -2.0526 0.984
H -1.8077 1.3452 1.2222 0.210
C -0.9426 -0.4776 0.5041 -0.095
O 0.0634 -0.9000 -0.3407 -1.089
H -1.8578 -1.0738 0.5339 0.208
Zn 1.4170 0.2513 0.2143 1.609
O 0.1431 1.5818 0.4608 -0.904
C -0.9170 0.8355 0.8406 0.077
```

- energy (a.u.) = -2014.46032
- net charge = +1
- LUMO level (eV) = -6.303
- energy above the lowest of the compared OMol25 structures with the same formula, charge and spin (kJ/mol) = 43.13
- HOMO (Eh) = -0.4463
- frontier orbital gap (eV) = 5.84



# 4
# C2H2ClF

A cluster of 2 separate species, C2H2ClF in total in a non-equilibrium geometry (the ωB97M-V functional and the def2-TZVPD basis, OMol25).

The geometry in XYZ format:
```
6
Properties=species:S:1:pos:R:3:nbo_charge:R:1
C -0.0375 2.0122 -0.2016 -0.406
F 0.8577 0.2256 -1.5903 -0.257
H -0.8526 -2.8077 0.7242 0.250
Cl 0.1942 -3.0677 1.3086 -0.249
C 0.2562 1.1455 -0.9513 0.410
H -0.4180 2.4921 0.7104 0.252
```

- energy (a.u.) = -637.34890
- net charge = 0
- LUMO level (eV) = 0.684
- energy above the lowest of the compared OMol25 structures with the same formula, charge and spin (kJ/mol) = 227.98
- HOMO (Eh) = -0.3929
- frontier orbital gap (eV) = 11.38



# 5
# C7H5F2NO2S2

A cluster of 2 separate species, C7H5F2NO2S2 in total in a non-equilibrium geometry (the ωB97M-V functional and the def2-TZVPD basis, OMol25).

The geometry in XYZ format:
```
19
Properties=species:S:1:pos:R:3:nbo_charge:R:1
C -0.4408 -0.0700 -1.4464 -0.298
O -4.9595 -1.4260 0.7343 -0.508
S 2.1652 1.4016 1.0143 0.134
F -2.8753 2.3023 0.9198 -0.317
H 2.8139 0.4393 1.8329 0.150
H -2.3117 -0.1997 -2.6489 0.230
C -0.0292 0.3754 -0.1977 0.137
C -2.5940 1.0373 -1.0676 0.283
H 1.4462 -2.1482 -0.0328 0.121
C -3.9163 -1.2046 1.1422 1.021
H -0.5423 1.4741 1.6372 0.255
F -3.8871 1.3274 -1.4214 -0.312
N 1.1469 0.0018 0.3624 -0.650
C -2.0966 1.4953 0.1610 0.361
O -2.9098 -0.9913 1.6252 -0.513
C -1.7670 0.2003 -1.7662 -0.234
S 2.1425 -1.0827 -0.5342 0.182
C -0.8904 1.1040 0.6829 -0.296
H -0.0190 -0.7454 -2.1875 0.255
```

- energy (a.u.) = -1471.04028
- net charge = 0
- LUMO level (eV) = -0.023
- energy above the lowest of the compared OMol25 structures with the same formula, charge and spin (kJ/mol) = 0.00
- HOMO (Eh) = -0.3052
- frontier orbital gap (eV) = 8.28



# 6
# CH3F2OP

A cluster of 2 separate species, CH3F2OP in total in a non-equilibrium geometry (the ωB97M-V functional and the def2-TZVPD basis, OMol25).

The geometry in XYZ format:
```
8
Properties=species:S:1:pos:R:3:nbo_charge:R:1
H 2.5707 1.5766 -1.6541 -0.198
H -2.1387 -1.3521 -0.0742 0.117
C -1.5946 -0.5099 0.5396 0.430
P 2.9031 1.1276 -0.3794 1.158
F -2.6499 0.0779 1.1761 -0.344
O 2.8295 -0.3099 -0.4013 -0.960
H -0.8605 -1.0363 1.1080 0.148
F -1.0596 0.4260 -0.3147 -0.351
```

- energy (a.u.) = -656.16838
- net charge = 0
- LUMO level (eV) = -0.927
- energy above the lowest of the compared OMol25 structures with the same formula, charge and spin (kJ/mol) = 352.57
- HOMO (Eh) = -0.3582
- frontier orbital gap (eV) = 8.82



# 7
# C6H8CuMgO6

A structure of composition C6H8CuMgO6 in a non-equilibrium geometry (the ωB97M-V functional and the def2-TZVPD basis, OMol25).

The geometry in XYZ format:
```
22
Properties=species:S:1:pos:R:3:mulliken_spin:R:1
O -1.1568 -2.2667 0.3373 0.095
O 1.6351 -0.3791 1.1861 -0.044
O 1.4671 1.8047 1.8159 -0.034
C -1.1300 -2.2108 -0.9211 0.012
C -1.4981 1.0264 -0.1105 0.053
C -2.3626 -0.0911 -0.6653 -0.012
H 0.9281 -0.2677 -1.5957 0.001
C 1.8494 0.0325 -1.0789 0.003
O -1.6612 -1.0675 -1.4478 0.005
H -0.8409 1.4156 -0.9042 0.007
Mg -0.8172 -1.1759 1.9402 0.654
H -3.0890 0.3574 -1.3555 0.000
Cu -0.4450 2.3748 2.6900 0.204
C 1.3015 0.9480 0.9303 -0.002
H -2.9316 -0.5779 0.1410 -0.001
H 2.6477 0.2220 -1.8020 0.000
H 3.3248 -1.0080 0.1777 0.001
O 1.6039 1.2380 -0.3473 -0.001
H -2.1900 1.8556 0.1162 0.008
H 1.8270 -1.9546 -0.1379 0.003
C 2.2417 -0.9531 0.0187 0.007
O -0.7040 0.6774 1.0126 0.041
```

- energy (a.u.) = -2525.33779
- net charge = 0
- LUMO level (spin up / spin down) (eV) = -1.567 / -1.584
- energy above the lowest of the compared OMol25 structures with the same formula, charge and spin (kJ/mol) = 117.94
- spin multiplicity = 2
- HOMO (spin up / spin down) (Eh) = -0.2175 / -0.2674
- <S²> = 0.75
- frontier orbital gap (spin up / spin down) (eV) = 4.35 / 5.69



# 8
# C11H15P

An isolated molecule of C11H15P in a non-equilibrium geometry (the ωB97M-V functional and the def2-TZVPD basis, OMol25).

The geometry in XYZ format:
```
27
Properties=species:S:1:pos:R:3:nbo_charge:R:1
C 1.6901 -2.8019 0.6928 -0.386
H 0.5322 0.7758 -1.6553 0.227
H 3.5243 1.0666 -0.6440 0.213
C 2.1134 -1.6053 0.2553 -0.474
C -0.0886 0.1248 -1.1246 -0.691
P 1.9122 0.0607 1.0386 0.740
C 0.1093 0.3482 0.3451 -0.144
C -3.0285 -0.5822 0.1603 -0.238
H -2.2504 -2.4277 0.3841 0.193
C 2.2522 2.5404 -0.1164 -0.371
H 1.2495 -2.8529 1.6367 0.197
C 2.7308 1.3031 -0.0035 -0.515
C -2.0533 -1.3935 0.5949 -0.356
H 2.7672 3.3166 -0.6847 0.211
C -0.6171 1.2893 0.9836 -0.277
H 2.1116 -3.6880 0.2172 0.209
C -2.0133 1.6575 0.6975 -0.192
C -3.0050 0.8607 0.1661 -0.233
H -3.8913 -0.9692 -0.2423 0.200
H -2.1055 2.7090 1.0166 0.207
H -0.0006 -0.8083 -1.4705 0.219
H -1.0982 0.3604 -1.4143 0.228
H 2.7607 -1.4643 -0.6173 0.203
H 1.3262 2.7257 0.4728 0.202
H -0.2742 1.6166 1.9352 0.205
H -3.8662 1.4369 -0.1468 0.212
H -1.2147 -1.1427 1.1832 0.211
```

- energy (a.u.) = -769.30009
- net charge = 0
- LUMO level (eV) = 0.010
- energy above the lowest of the compared OMol25 structures with the same formula, charge and spin (kJ/mol) = 272.93
- HOMO (Eh) = -0.2902
- frontier orbital gap (eV) = 7.91